DFT (wB97M-V/def2-TZVPD) results for 8 unconnected molecules or ions with the total composition C20H52N6O6 in a non-equilibrium geometry.

XYZ file:
```
84
Properties=species:S:1:pos:R:3
N 16.3036 -18.8878 -27.7907
H 15.4301 -19.3936 -27.8228
H 16.2454 -17.8864 -27.9094
H 17.1120 -19.3685 -28.1590
H 16.3800 -18.9443 -26.7852
N 12.4543 -18.7117 -20.4034
H 11.8999 -19.5321 -20.2041
H 13.0061 -18.4774 -19.5906
H 11.7487 -18.0237 -20.6246
H 13.0558 -18.7584 -21.2133
N 14.0283 -16.8846 -24.4739
H 14.8561 -17.3368 -24.8349
H 14.4253 -16.0387 -24.0907
H 13.8452 -17.4847 -23.6824
H 13.3747 -16.6694 -25.2133
N 13.6195 -20.3714 -24.7433
H 13.5123 -19.9679 -23.8236
H 12.9578 -19.9622 -25.3873
H 13.5470 -21.3737 -24.8449
H 14.5363 -20.2337 -25.1441
C 10.3183 -20.1940 -28.4770
C 11.5570 -20.0738 -27.7400
C 12.8860 -20.2641 -28.6356
O 13.9448 -20.1998 -28.0304
C 12.6936 -20.3862 -30.0979
C 11.4523 -20.1876 -30.6634
C 10.2360 -20.1813 -29.8196
O 9.0274 -19.9419 -30.2416
O 11.3952 -20.3833 -31.9556
O 11.6322 -19.9175 -26.5373
H 9.3696 -20.2314 -27.9622
H 13.5282 -20.5559 -30.7619
O 14.3304 -18.7566 -22.4171
C 15.7757 -18.6457 -22.4983
C 16.6187 -18.9902 -23.8356
O 16.1162 -18.5635 -25.0566
H 16.3459 -19.2066 -21.7578
H 15.9400 -17.6112 -22.1968
H 16.6714 -20.0767 -23.7651
H 17.6613 -18.7116 -23.6831
C 12.3836 -22.2041 -18.4252
C 11.0158 -21.6214 -18.6091
N 10.8265 -20.7926 -19.7918
C 10.7463 -21.7325 -20.9255
C 10.3710 -21.0053 -22.2467
C 9.5760 -19.9295 -19.6443
C 8.2160 -20.6145 -19.6461
H 12.8108 -22.5072 -17.4694
H 13.0908 -21.5934 -18.9865
H 12.4345 -23.1038 -19.0385
H 10.1767 -22.3117 -18.5220
H 10.8102 -20.9486 -17.7766
H 11.7617 -22.1023 -21.0681
H 10.1483 -22.6342 -20.7936
H 11.0287 -20.2718 -22.7129
H 10.1900 -21.8271 -22.9395
H 9.3879 -20.5346 -22.2381
H 9.6829 -19.1737 -20.4224
H 9.5823 -19.4744 -18.6538
H 8.2440 -21.5444 -19.0782
H 7.7849 -20.8311 -20.6236
H 7.4021 -20.0639 -19.1742
C 12.1729 -24.5989 -26.2618
C 12.8313 -23.2250 -25.9583
N 13.9687 -23.1717 -25.0277
C 15.2788 -23.6047 -25.4331
C 16.0682 -22.4942 -26.1470
C 13.5731 -23.5038 -23.6399
C 14.4227 -22.8402 -22.5743
H 12.9183 -25.2062 -26.7753
H 11.4138 -24.5212 -27.0401
H 11.7054 -25.0827 -25.4042
H 13.2311 -22.8393 -26.8961
H 12.1083 -22.5307 -25.5301
H 15.7489 -24.0368 -24.5497
H 15.2851 -24.4074 -26.1704
H 16.1523 -21.6890 -25.4172
H 17.0687 -22.7703 -26.4798
H 15.6475 -22.1468 -27.0906
H 13.6054 -24.5799 -23.4700
H 12.5610 -23.1879 -23.3870
H 13.9651 -21.9055 -22.2501
H 15.4589 -22.6389 -22.8459
H 14.5026 -23.3788 -21.6300
```

Its spin multiplicity is 2. As for the energy: -1572.9570 hartree. The total charge is -1. As for the HOMO energy (spin up / spin down): -0.8 / -3.3 eV.

Atomic partial charges in e from the Mulliken method, atoms 1 to 2: N -0.107; H 0.346

DFT (wB97M-V/def2-TZVPD) results for 2 unconnected molecules or ions with the total composition CH2N3O2P in a non-equilibrium geometry.

XYZ file:
```
9
Properties=species:S:1:pos:R:3
C 0.2650 1.2525 -0.1914
N 1.0008 2.0877 0.1298
N -1.5968 -0.3725 0.5155
N 2.1798 -0.7919 -0.5458
O 1.9373 -0.7019 0.6384
O 1.3446 -0.5857 -1.4134
P -0.9689 0.2610 -0.9075
H -2.3121 -1.1394 0.3039
H -1.8497 -0.0097 1.4705
```

For the energy above the lowest of the compared OMol25 structures with the same formula, charge and spin, the calculation gives 40.3 kcal per mole. As for the energy: -695.2391 hartree. The total charge is 0. As for the HOMO energy (spin up / spin down): -8.1 / -9.6 eV.

Atomic partial charges in e from the Mulliken method, atoms 1 to 2: C 0.407; N -0.387

DFT (wB97M-V/def2-TZVPD) results for a molecular structure, C4H7NO4P in a non-equilibrium geometry.

XYZ file:
```
17
Properties=species:S:1:pos:R:3
C 1.5395 -0.0484 -0.3585
C 0.9022 1.1315 -0.7731
C 1.8611 -0.1205 1.0771
C -1.8265 -1.2361 -0.6994
N 1.2865 2.2332 -1.1707
O -1.5962 2.5512 0.0565
O 1.6543 -1.0401 -1.1146
O -1.0615 0.5380 1.5909
O -1.9746 0.1374 -0.8162
P -1.2285 1.1730 0.2460
H 1.0358 -0.1209 1.7663
H 2.4137 0.7912 1.3882
H 2.5942 -0.8309 1.2105
H -1.4202 -1.4270 0.4511
H -1.2615 -1.5010 -1.5485
H -2.8624 -1.6078 -0.7671
H 0.4865 2.8688 -1.3812
```

For the energy above the lowest of the compared OMol25 structures with the same formula, charge and spin, the calculation gives 45.6 kcal per mole. As for the energy: -853.7682 hartree. The total charge is -1. As for the HOMO energy: -4.1 eV.

Atomic partial charges in e from the Mulliken method, atoms 1 to 2: C 0.573; C 0.331

Look up the energy of the third one.
-853.7682 hartree